# C17H60O13

13 unconnected molecules or ions with the total composition C17H60O13 at a distorted geometry (ωB97M-V/def2-TZVPD, the Open Molecules 2025 dataset).

LUMO level: -0.22 eV
Energy relative to the best compared isomer or geometry (same formula, charge and spin): 20.0 kcal/mol
Strongest force on any atom: 2.31 eV Å⁻¹
Kohn-Sham gap: 0.33440 hartree
DFT total energy: -45215.8032 eV

```
90
Properties=species:S:1:pos:R:3:forces:R:3
C 0.35013 -0.26781 0.14653 -0.31 -0.73 0.73
O -0.44417 -1.18036 0.92091 0.63 0.14 -0.12
H 0.15402 0.74665 0.49366 -0.17 0.31 -0.53
H 1.38719 -0.46078 0.42110 0.05 -0.15 -0.35
H 0.14843 -0.48015 -0.90338 0.31 0.56 -0.09
H -1.37673 -1.02118 0.75787 -0.44 0.14 -0.03
C 4.44168 0.83922 0.54078 -0.20 -0.02 1.58
O 5.45653 0.08388 -0.02890 1.16 -0.34 -1.15
H 4.83636 1.60776 1.20537 0.30 0.39 -0.17
H 3.81294 1.32898 -0.20280 -0.19 -0.39 -0.03
H 3.93102 0.19156 1.25342 -0.96 0.15 -0.29
H 5.53087 -0.78576 0.37086 -0.19 0.19 0.04
C 1.20710 2.36054 3.26726 0.56 0.64 -0.14
O 2.44472 3.00456 3.58202 -0.03 -0.15 0.26
H 1.43252 1.29787 3.17766 -0.27 0.09 -0.06
H 0.44728 2.54925 4.02565 -0.03 -0.22 0.15
H 0.86035 2.79592 2.33008 -0.31 -0.40 -0.25
H 2.24709 3.90167 3.86084 0.06 0.05 0.01
C 2.71984 -0.07985 -4.01187 0.08 -0.21 -1.06
O 1.52410 0.00015 -3.27703 0.11 -0.63 0.04
H 2.62977 -0.85698 -4.77085 -0.13 -0.10 0.05
H 2.83256 0.85745 -4.55672 0.56 0.08 0.03
H 3.58344 -0.34586 -3.40235 0.10 0.30 0.16
H 1.57407 0.85743 -2.84786 -0.41 0.44 0.74
C 2.15255 -1.88510 2.85350 0.65 -0.20 1.08
O 0.83075 -2.31656 2.96407 0.21 -0.25 0.18
H 2.66437 -2.14835 3.77915 0.03 0.05 0.17
H 2.73910 -2.38205 2.08078 -0.14 0.04 -0.53
H 2.21782 -0.80013 2.77169 0.13 0.18 -0.26
H 0.38585 -1.90044 2.22210 -0.83 -0.03 -0.36
O -0.93402 -1.20215 -3.52718 -0.29 -0.54 -0.39
H -1.49295 -0.71930 -2.91834 -0.34 -0.04 0.21
H -0.10030 -0.73214 -3.51186 0.55 0.14 -0.10
O 1.54558 2.30403 -1.91624 0.64 -0.41 -0.72
H 2.24676 2.95108 -1.99308 0.20 0.10 -0.07
H 0.96666 2.65662 -1.24039 -0.52 0.41 0.59
C -0.58387 6.04947 -0.41262 0.54 -0.62 1.03
C 0.54019 5.08523 0.13703 -1.37 1.72 -0.71
O 0.18151 3.76185 -0.20076 0.46 -0.24 -0.08
H -0.70616 5.91888 -1.48784 0.18 0.03 0.04
H -0.38182 7.09203 -0.16697 0.18 0.02 -0.15
H -1.53292 5.81021 0.06714 -0.07 -0.12 0.00
H 0.69585 5.17236 1.21234 -0.19 0.12 0.06
H 1.45330 5.43145 -0.34717 0.23 -0.77 -0.13
H -0.55321 3.51753 0.36678 -0.29 0.05 0.33
C -0.61425 -4.72525 0.01093 -0.78 0.07 -0.69
C -1.93019 -5.25605 -0.57537 0.79 0.04 1.40
O -2.11689 -6.61162 -0.13440 0.13 0.11 -0.65
H -0.68543 -4.72379 1.09860 0.39 -0.28 -0.03
H -0.48874 -3.68939 -0.30425 -0.04 0.10 0.00
H 0.22322 -5.28287 -0.40837 0.07 -0.13 0.42
H -1.91801 -5.17012 -1.66191 -0.24 0.01 -0.01
H -2.73391 -4.70800 -0.08366 -0.27 0.53 -0.58
H -2.84522 -6.92315 -0.67670 -0.07 -0.43 0.15
C -2.77071 2.00079 -3.68504 -0.08 0.40 -0.37
C -1.93490 1.69333 -2.45548 -0.46 -0.27 -0.46
O -2.34096 0.43740 -1.89548 0.01 0.20 0.57
H -3.83292 2.04824 -3.44516 -0.10 -0.07 0.20
H -2.66156 1.28447 -4.49933 0.22 -0.23 0.26
H -2.52841 2.97659 -4.10600 0.18 0.12 0.09
H -2.06412 2.47659 -1.70855 0.21 0.14 0.06
H -0.87909 1.57790 -2.70050 -0.06 0.12 0.05
H -3.21720 0.54977 -1.51973 -0.09 -0.02 -0.17
C -3.19371 -2.65868 2.58606 -0.36 0.22 -0.66
C -3.86104 -1.95065 1.38454 -0.51 -1.89 0.97
O -3.20077 -0.76551 1.06164 0.13 0.94 -0.38
H -3.62480 -3.64588 2.75253 -0.27 0.09 -0.05
H -3.34260 -2.05733 3.48289 0.11 -0.03 0.02
H -2.12902 -2.84290 2.44253 0.05 0.30 -0.16
H -4.90713 -1.72579 1.59247 -0.18 0.07 0.55
H -3.94553 -2.57006 0.49163 0.51 -0.48 -0.03
H -3.78877 -0.43854 0.37684 0.44 0.70 -0.21
C -2.93182 2.03310 3.34570 -0.22 -0.95 -0.14
C -2.20060 2.36569 2.05276 -0.57 -0.58 0.96
O -1.85729 3.73244 2.08485 0.65 0.58 -0.50
H -3.28713 1.00294 3.32064 -0.06 -0.11 -0.13
H -3.80894 2.65639 3.51967 0.08 0.21 -0.03
H -2.26085 2.07373 4.20375 0.03 0.35 -0.07
H -2.80719 2.21613 1.15957 -0.12 -0.53 -0.03
H -1.31624 1.72989 2.01073 0.18 0.27 -0.28
H -2.71378 4.15585 1.99136 0.11 0.59 0.09
C 3.66703 -3.99383 -1.31186 -0.52 -0.04 0.69
C 2.53488 -2.99805 -1.41774 0.47 1.15 -0.36
O 2.10108 -2.97380 -2.74344 -0.66 -0.40 -1.13
H 3.36054 -4.95794 -1.71765 -0.16 -0.01 0.01
H 3.85234 -4.12840 -0.24619 0.51 -0.16 0.01
H 4.55806 -3.68909 -1.86076 -0.06 0.20 0.18
H 2.83141 -1.95955 -1.27050 0.84 0.10 0.84
H 1.71108 -3.10615 -0.71222 -0.08 -0.77 0.13
H 1.83391 -2.06761 -2.91388 -0.43 -0.03 -0.23
```
Positions in Å, forces in eV/Å.


# C17H62N12O14

14 unconnected molecules or ions with the total composition C17H62N12O14 at a distorted geometry (ωB97M-V/def2-TZVPD, the Open Molecules 2025 dataset).

LUMO level: -0.34 eV
Energy relative to the best compared isomer or geometry (same formula, charge and spin): 106.7 kcal/mol
Strongest force on any atom: 10.51 eV Å⁻¹
Kohn-Sham gap: 0.27085 hartree
DFT total energy: -65173.9894 eV

```
105
Properties=species:S:1:pos:R:3:forces:R:3
C 0.27327 -0.18742 1.05135 0.91 -1.33 -2.93
C 0.33236 0.89320 -0.03388 -2.38 -0.86 -0.10
O 0.32090 0.21648 -1.33266 -0.53 1.09 0.64
H 1.26164 -0.68793 0.92006 -1.03 -0.39 0.44
H -0.62162 -0.87860 0.82849 1.46 1.08 0.56
H 0.28142 0.19173 2.02976 -0.27 0.61 1.23
H 1.14960 1.56731 -0.01297 1.11 0.37 0.35
H -0.57892 1.48744 0.13810 0.02 0.03 -0.77
H 0.04176 0.85941 -2.03667 -0.06 -0.91 1.04
C 3.11834 1.09672 1.75584 1.27 0.31 -0.25
C 4.57354 0.87027 2.22930 -0.34 1.91 1.16
O 5.42321 0.99514 1.11180 0.74 -0.11 0.07
H 2.91394 2.21039 1.66777 0.29 -1.29 -0.15
H 2.46411 0.68009 2.51404 -0.28 -0.10 -0.17
H 3.02564 0.58055 0.76567 -0.16 0.51 0.94
H 4.76221 -0.04050 2.79091 -0.49 -0.54 -0.41
H 4.85026 1.68498 2.98494 -0.43 -0.64 -0.74
H 6.31484 0.84800 1.46193 -0.20 0.04 -0.47
C -0.96758 -0.36291 4.51913 2.32 3.28 -0.74
C 0.53063 -0.56854 4.75684 -0.63 0.50 0.70
O 0.88525 -1.84962 4.28961 0.20 -0.37 0.80
H -1.51330 -1.04951 5.08786 -1.18 -0.68 0.82
H -1.15288 -0.41515 3.44654 -0.26 -0.40 0.23
H -1.05686 0.76715 4.78503 -0.70 -1.94 -0.11
H 0.70376 -0.44231 5.85820 0.22 -0.24 -0.89
H 1.08507 0.22133 4.21301 0.02 -0.43 0.28
H 1.45949 -2.32943 4.90088 0.01 0.34 -0.22
C -4.50976 -2.22521 0.90432 3.60 7.18 2.74
O -3.47122 -1.48172 1.43081 -4.30 -4.15 -2.78
N -5.60430 -1.66597 0.44665 -1.93 5.30 -1.35
N -4.69781 -3.47021 0.87600 0.54 -8.16 0.09
H -5.71698 -0.64562 0.28769 0.62 -1.20 0.68
H -6.45586 -2.14315 0.30920 -0.51 -0.80 -0.18
H -3.90070 -4.06172 0.98846 0.45 -0.25 0.49
H -5.52706 -4.04867 0.53648 1.58 2.01 0.50
C -0.61084 -3.28909 -3.68577 7.69 -4.56 -2.36
O 0.43491 -4.15161 -4.01670 -4.75 3.92 1.92
N -1.83008 -3.69087 -3.62375 -2.98 -4.32 0.37
N -0.44238 -2.01077 -3.49152 3.14 2.51 0.14
H -2.04199 -4.73714 -3.51473 0.35 2.72 -0.55
H -2.46052 -2.93150 -3.60574 -1.60 0.06 0.39
H 0.61072 -1.61434 -3.46647 -2.86 -1.13 -0.20
H -1.21296 -1.47110 -3.16843 -0.25 0.36 0.07
C 2.85175 2.09106 -2.54607 4.56 -6.45 6.93
O 3.30534 1.01764 -1.80219 -2.50 5.34 -4.37
N 2.82157 3.25923 -1.96361 0.33 3.53 1.30
N 2.44435 1.97589 -3.76443 0.67 -2.20 -5.00
H 3.23447 3.28785 -1.02827 -0.22 -0.09 -0.49
H 2.76393 4.15839 -2.48017 0.27 -1.11 0.49
H 3.02561 1.25471 -4.29896 -1.45 1.30 0.84
H 2.14367 2.77823 -4.29570 0.28 0.17 -0.14
C 2.36696 -2.92095 1.53211 -0.28 3.32 6.21
O 3.20335 -2.11024 2.16585 -2.86 -3.20 -2.86
N 2.59766 -3.62704 0.49489 6.28 -3.27 -5.74
N 1.10786 -3.17915 1.95713 -2.22 1.44 1.93
H 3.68200 -3.56470 0.23609 -3.23 -0.53 0.23
H 2.06432 -4.44137 0.06629 0.99 1.78 1.43
H 0.85268 -2.62923 2.84746 0.17 -1.03 -2.08
H 0.34379 -3.47108 1.27886 1.85 0.31 1.42
C -0.87694 2.86161 -2.58889 -8.31 3.25 1.29
O -2.22159 3.05834 -2.61353 5.73 -0.79 0.12
N -0.32795 1.95263 -3.28027 2.02 -5.43 -5.86
N -0.03921 3.52889 -1.87599 3.76 3.64 3.50
H -0.99695 1.60919 -4.03909 1.68 0.19 1.41
H 0.76215 1.80148 -3.34790 -3.34 0.46 -0.36
H -0.40575 4.28209 -1.23574 0.30 -0.92 -1.25
H 1.05541 3.41270 -1.88031 -3.48 0.00 0.02
C 2.61353 -2.13896 -2.69932 3.05 -6.58 4.22
O 3.27562 -3.36862 -2.86577 -3.33 6.88 0.09
N 2.10190 -1.28397 -3.56685 0.90 0.90 -5.15
N 2.27369 -1.70244 -1.47678 1.28 -3.57 3.04
H 2.32499 -1.64463 -4.53889 -0.46 1.43 1.20
H 2.04114 -0.27769 -3.28127 0.54 -1.59 -0.50
H 2.37246 -2.42589 -0.62672 -0.05 2.27 -2.88
H 1.69814 -0.90091 -1.31323 -0.22 0.35 -0.40
C -2.46031 1.59494 2.28562 -0.29 0.62 -1.94
O -3.22903 1.25184 1.12905 0.86 2.68 -0.07
H -2.63935 0.89040 3.03643 -0.42 -0.72 1.37
H -2.81717 2.57093 2.49444 -0.04 0.95 0.96
H -1.37853 1.65034 2.12106 -0.07 -0.07 -0.23
H -3.29284 0.33706 1.15376 -0.36 -3.22 -0.19
C -2.98290 -0.57082 -1.70335 -0.58 1.62 0.49
O -3.13665 -1.05865 -3.00306 -0.80 -0.55 -1.24
H -2.61619 0.44716 -1.69582 -0.06 0.57 -0.23
H -2.20447 -1.11878 -1.26758 0.81 -1.04 0.98
H -3.88952 -0.55983 -1.09458 0.13 -0.41 -0.20
H -4.01856 -0.89242 -3.35654 0.26 0.22 0.18
C -1.89123 4.38177 0.36988 -0.52 -0.59 0.85
O -1.35047 5.46624 -0.32350 1.47 1.16 -0.80
H -1.30928 3.45583 0.35757 -0.08 -0.01 -0.77
H -2.88891 4.25215 -0.02365 -0.04 -0.42 -0.09
H -1.91437 4.58752 1.40697 -0.48 0.47 1.16
H -0.56808 5.86109 0.10857 -0.78 -0.42 0.10
C 0.82007 3.82529 2.28822 -2.26 -0.53 -1.03
O -0.33070 4.23221 3.05121 1.44 0.93 1.15
H 1.07582 4.63298 1.57926 0.27 -0.51 0.09
H 0.45775 2.90475 1.78178 0.49 0.74 -0.19
H 1.63131 3.50311 2.88332 1.02 0.06 0.80
H 0.04462 4.84818 3.72514 -0.84 -0.63 -0.60
C -1.23718 -3.38291 -0.34406 -0.49 0.03 1.18
O -0.56892 -4.63540 -0.15050 1.35 0.12 -1.66
H -2.22922 -3.46173 -0.77132 -0.35 -0.67 -0.19
H -0.77113 -2.63718 -0.97634 0.87 -0.09 0.10
H -1.38187 -3.01861 0.68543 -0.11 0.48 -0.49
H 0.17410 -4.72013 -0.81352 -1.50 0.10 0.62
```
Positions in Å, forces in eV/Å.


# C17H62N14O14

14 unconnected molecules or ions with the total composition C17H62N14O14 at a distorted geometry (ωB97M-V/def2-TZVPD, the Open Molecules 2025 dataset).

LUMO level: -0.38 eV
Energy relative to the best compared isomer or geometry (same formula, charge and spin): 22.1 kcal/mol
Strongest force on any atom: 10.91 eV Å⁻¹
Kohn-Sham gap: 0.29750 hartree
DFT total energy: -68157.1667 eV

```
107
Properties=species:S:1:pos:R:3:forces:R:3
C -1.06811 -1.45114 0.03422 0.26 -0.39 1.98
C -0.62011 -0.06214 -0.38678 -1.80 -0.89 1.09
O -0.64811 -0.12914 -1.79878 -0.18 2.39 -0.72
H -2.05511 -1.79414 -0.26078 -0.18 0.73 -0.17
H -1.01711 -1.58514 1.12322 -0.30 0.24 -0.23
H -0.42911 -2.27014 -0.26078 0.40 -0.03 -0.36
H 0.29189 0.26886 0.05922 1.39 -0.34 -0.21
H -1.24411 0.71986 0.09422 -0.59 -0.35 -0.83
H -0.61811 0.81086 -2.11978 0.37 -1.19 0.03
C -0.60911 1.33486 -4.74178 0.73 1.82 0.52
C 0.83889 1.79086 -4.32078 -2.13 -2.15 -0.78
O 0.96789 1.85286 -2.91578 -1.93 -0.39 -0.63
H -0.82211 0.35386 -4.42578 -0.35 -1.29 0.67
H -0.66011 1.28886 -5.83678 -0.08 0.40 0.25
H -1.36411 2.04386 -4.30478 0.54 -0.65 -0.62
H 0.94689 2.70286 -4.82078 0.75 1.70 -0.37
H 1.48389 1.03986 -4.77478 0.56 0.16 0.20
H 1.81189 2.17686 -2.70578 1.82 0.59 0.49
C -0.69911 4.26686 -0.78378 0.08 0.22 -1.51
C -1.86411 3.48786 -1.38878 1.89 0.87 -0.22
O -3.02711 3.87186 -0.74178 -1.38 -0.94 0.33
H -0.81411 5.31786 -1.08378 0.02 -0.12 0.07
H 0.25789 3.92786 -1.16978 0.11 -0.11 0.05
H -0.69611 4.23086 0.26722 0.08 -0.26 1.35
H -1.75711 2.40386 -1.32978 -0.07 0.18 0.36
H -1.83511 3.74986 -2.43878 -0.51 -0.13 -0.56
H -3.27111 4.77686 -0.89478 0.09 0.59 -0.21
C 2.17089 -2.00214 -2.59778 8.41 -6.62 -2.10
O 3.25589 -2.85314 -2.87978 -5.36 4.56 1.37
N 1.50089 -1.38514 -3.51378 -1.64 1.79 -2.44
N 1.70689 -1.87714 -1.42578 -1.30 -0.02 6.94
H 2.00989 -1.16814 -4.32978 0.32 0.06 -1.07
H 0.73489 -0.78714 -3.22778 0.31 0.31 -0.02
H 2.07289 -2.36214 -0.52678 -0.21 0.87 -2.46
H 0.79189 -1.48014 -1.22878 0.41 -0.03 -0.77
C 1.59589 -3.40914 1.69622 -7.11 -2.22 -0.20
O 0.21689 -3.67514 1.73622 7.52 1.75 0.19
N 2.36389 -2.89514 2.63122 -1.31 0.13 3.46
N 2.26889 -3.59714 0.57822 3.59 -1.39 -2.17
H 1.85689 -2.82814 3.50822 0.44 0.29 0.08
H 3.36989 -2.95614 2.71122 0.39 -0.15 -0.31
H 1.78289 -4.00414 -0.19278 -0.24 -0.79 -0.16
H 3.34489 -3.77314 0.57122 -2.72 0.53 0.10
C -3.00011 -0.68814 3.88322 2.59 4.27 7.00
O -2.53711 0.14486 4.85722 -1.63 -3.16 -4.32
N -3.30711 -1.91814 4.15422 -0.38 -4.00 5.93
N -3.29211 -0.37314 2.69122 0.01 3.65 -4.88
H -3.17111 -2.23414 5.18422 -0.22 1.07 -2.68
H -3.37011 -2.68114 3.53222 0.45 -0.71 -1.33
H -3.06611 0.58586 2.35722 -0.65 -1.30 0.26
H -3.89211 -0.98914 2.13522 0.79 0.80 0.20
C 2.03989 2.54286 2.07222 -2.71 -0.20 -5.34
O 1.29589 2.48186 0.93722 2.71 0.25 4.56
N 2.14789 3.60086 2.81722 -1.16 4.34 2.19
N 2.85189 1.61086 2.46622 2.90 -2.71 0.03
H 1.48589 4.36986 2.64422 0.65 -0.66 0.19
H 2.64489 3.62986 3.73922 -0.93 -0.28 -1.53
H 3.05289 0.72086 1.89422 -0.35 1.23 1.14
H 3.57889 1.88386 3.15222 -0.78 -0.58 -0.76
C 4.73889 -0.76814 1.65222 2.82 -4.74 4.61
O 5.22089 -1.77014 2.46922 -2.07 4.36 -3.83
N 5.43589 0.29286 1.32022 3.23 1.36 -0.14
N 3.47989 -0.72314 1.32622 -2.09 0.26 -1.69
H 6.43889 0.20586 1.54022 -0.89 0.26 -0.33
H 5.13089 1.07986 0.72322 0.28 -1.29 0.56
H 2.93689 -1.41814 1.78222 -0.85 -0.54 0.11
H 3.13289 -0.16214 0.48422 0.71 -1.20 1.01
C -4.10111 -3.02014 0.99522 4.41 -4.48 2.71
O -3.20911 -3.71814 1.67922 -3.27 2.93 -1.44
N -4.12711 -3.19914 -0.28378 2.01 -1.59 -3.19
N -4.95511 -2.20614 1.55222 -2.87 1.40 2.87
H -3.27111 -3.72314 -0.58978 -1.57 0.70 0.08
H -4.74211 -2.80914 -0.96478 -0.11 0.45 -0.11
H -5.08411 -2.36914 2.58022 -0.16 0.41 -1.53
H -5.65711 -1.65514 1.05322 0.45 -0.62 0.23
C 3.87689 1.16886 -1.24978 2.10 -5.11 -5.81
O 4.47789 0.41886 -2.29378 -3.23 4.56 5.81
N 4.45889 2.21486 -0.69378 1.72 1.23 -0.44
N 2.72189 0.80186 -0.69778 -0.67 0.64 -0.14
H 5.32789 2.41386 -1.10978 1.11 0.41 -0.64
H 4.26489 2.77786 0.10122 -1.13 0.08 0.45
H 2.26589 -0.01114 -1.06878 -0.27 -0.28 -0.65
H 2.17689 1.48586 -0.14178 -0.25 0.00 -0.05
C 0.50889 -0.53514 2.74722 -1.00 0.02 0.24
O 1.38789 -0.23114 3.78522 -0.06 -0.36 0.70
H 1.00489 -0.75314 1.80322 0.11 -0.34 -0.05
H -0.23611 0.23686 2.51722 0.17 0.24 0.30
H -0.04311 -1.38014 3.13022 -0.30 -0.47 -0.53
H 2.03189 0.36286 3.43022 0.43 0.58 0.14
C -2.00911 2.61186 2.35122 0.32 -1.31 -1.09
O -3.17011 2.43286 1.55322 0.43 0.29 0.29
H -1.21711 1.99486 1.94822 0.52 -0.30 -0.14
H -2.16211 2.27286 3.32522 -0.50 -0.32 1.78
H -1.62711 3.58886 2.31022 0.20 1.69 0.20
H -2.89811 2.94086 0.78222 -1.05 0.06 -0.64
C -1.48011 -3.11414 -3.21678 -0.01 0.22 0.29
O -0.34211 -3.32614 -4.00178 2.02 1.07 0.91
H -2.20411 -3.88114 -3.41578 -0.32 -0.60 -0.29
H -1.93511 -2.18414 -3.54478 -0.38 0.43 0.50
H -1.31011 -3.15214 -2.11478 0.10 0.28 -0.64
H 0.38389 -2.63814 -3.70078 -2.00 -2.08 -1.27
C -3.81411 0.76486 -1.58878 -1.71 -2.31 -1.73
O -3.48511 -0.63314 -1.93778 -3.94 1.44 -0.27
H -4.93811 0.94386 -1.57078 1.46 -0.65 -0.01
H -3.39711 1.44986 -2.28378 0.36 0.56 -0.84
H -3.40211 0.90286 -0.66378 0.73 0.89 2.61
H -2.57211 -0.74314 -1.90978 2.64 0.03 0.01
```
Positions in Å, forces in eV/Å.


Number 1: molecular weight 472.654 g/mol. Number 2: molecular weight 658.753 g/mol. Number 3: molecular weight 686.767 g/mol.